Computed, not measured: a molecular structure, C30H38CrFN7O2S, with the ωB97M-V functional and the def2-TZVPD basis.

CARTESIAN COORDINATES (ANGSTROEM)
Cr  0.39  0.19  0.62
N  1.33  1.26  2.22
C  0.84  2.66  2.16
C  0.92  3.16  0.73
N  0.23  2.21  -0.17
H  1.03  0.82  3.08
H  2.34  1.25  2.21
H  1.40  3.32  2.83
H  -0.20  2.66  2.50
H  1.96  3.23  0.41
H  0.50  4.17  0.66
H  0.69  2.19  -1.08
H  -0.72  2.52  -0.36
C  0.27  -2.51  -3.49
C  -0.34  -1.18  -3.03
C  -1.12  -1.45  -1.75
C  0.68  -0.05  -3.08
C  0.67  0.72  -4.24
C  1.62  1.70  -4.47
C  2.64  1.87  -3.55
C  2.71  1.12  -2.38
C  3.99  1.35  -1.57
C  3.99  1.04  -0.08
C  5.17  0.63  -2.23
C  1.68  0.19  -2.11
N  1.55  -0.46  -0.85
C  2.19  -1.66  -0.65
C  3.09  -2.31  -1.50
C  3.65  -3.52  -1.15
C  3.35  -4.15  0.05
C  2.45  -3.54  0.92
C  1.92  -2.34  0.54
F  1.00  -1.70  1.38
H  -0.51  -3.26  -3.63
H  0.98  -2.89  -2.75
H  0.80  -2.38  -4.43
H  -1.08  -0.92  -3.80
H  -0.50  -1.97  -1.02
H  -1.95  -2.12  -2.01
H  -2.24  -0.53  -0.29
H  -0.11  0.54  -4.98
H  1.59  2.30  -5.37
H  3.41  2.60  -3.75
H  4.18  2.42  -1.67
H  3.96  -0.03  0.12
H  3.15  1.51  0.42
H  4.91  1.44  0.36
H  5.09  -0.45  -2.10
H  6.11  0.95  -1.77
H  5.22  0.84  -3.30
H  3.32  -1.85  -2.46
H  4.34  -4.00  -1.84
H  3.80  -5.10  0.31
H  2.17  -3.98  1.87
N  -6.91  0.09  5.40
C  -5.76  -0.24  4.75
C  -5.79  -0.61  3.40
C  -4.62  -0.93  2.74
C  -3.41  -0.88  3.42
C  -3.37  -0.53  4.77
C  -4.53  -0.21  5.43
S  -1.94  -1.25  2.59
O  -0.94  -1.71  3.50
O  -2.23  -1.96  1.38
N  -1.34  0.28  2.06
C  -2.16  1.02  1.48
N  -2.90  1.78  0.94
C  -3.40  2.27  -0.24
C  -2.99  1.82  -1.49
C  -2.19  0.76  -1.86
N  -1.67  -0.25  -1.08
H  -7.80  -0.07  4.96
H  -6.91  0.22  6.39
H  -6.73  -0.65  2.87
H  -4.65  -1.24  1.70
H  -2.42  -0.52  5.30
H  -4.50  0.06  6.48
H  -4.08  3.09  -0.14
H  -3.35  2.42  -2.31
H  -1.89  0.72  -2.90

Calculated values
energy above the lowest of the compared OMol25 structures with the same formula, charge and spin: 3.7745 eV
frontier orbital gap (spin up / spin down): 7.53 / 6.11 eV
<S²>: 4.05
HOMO (spin up / spin down): -9.47 / -9.72 eV
spin multiplicity: 4
total charge: +1

Okay, here come the Mulliken numbers, in e, for every atom: number 1, Cr, carries 0.229; number 2, N, carries -0.269; number 3, C, carries -0.670; number 4, C, carries -0.556; number 5, N, carries -0.255; number 6, H, carries 0.329; number 7, H, carries 0.312; number 8, H, carries 0.512; number 9, H, carries 0.306; number 10, H, carries 0.243; number 11, H, carries 0.462; number 12, H, carries 0.148; number 13, H, carries 0.241; number 14, C, carries -1.746; number 15, C, carries 0.105; number 16, C, carries -1.533; number 17, C, carries 0.213; number 18, C, carries -0.608; number 19, C, carries -1.284; number 20, C, carries -0.475; number 21, C, carries 1.432; number 22, C, carries 0.164; number 23, C, carries -0.768; number 24, C, carries -1.495; number 25, C, carries -2.439; number 26, N, carries 3.154; number 27, C, carries -0.329; number 28, C, carries -0.749; number 29, C, carries -1.118; number 30, C, carries -0.797; number 31, C, carries -0.859; number 32, C, carries 0.210; number 33, F, carries 0.200; number 34, H, carries 0.470; number 35, H, carries 0.321; number 36, H, carries 0.374; number 37, H, carries 0.759; number 38, H, carries 0.100; number 39, H, carries 0.755; number 40, H, carries 0.099; number 41, H, carries 0.494; number 42, H, carries 0.431; number 43, H, carries 0.497; number 44, H, carries 0.664; number 45, H, carries 0.154; number 46, H, carries -0.646; number 47, H, carries 0.536; number 48, H, carries 0.323; number 49, H, carries 0.442; number 50, H, carries 0.389; number 51, H, carries 0.849; number 52, H, carries 0.452; number 53, H, carries 0.422; number 54, H, carries 0.552; number 55, N, carries -0.473; number 56, C, carries 1.144; number 57, C, carries -0.896; number 58, C, carries -0.247; number 59, C, carries -0.235; number 60, C, carries -0.576; number 61, C, carries -0.822; number 62, S, carries 1.419; number 63, O, carries -0.722; number 64, O, carries -0.768; number 65, N, carries -0.050; number 66, C, carries 0.460; number 67, N, carries -0.193; number 68, C, carries -0.826; number 69, C, carries -0.372; number 70, C, carries -0.131; number 71, N, carries 0.541; number 72, H, carries 0.205; number 73, H, carries 0.204; number 74, H, carries 0.300; number 75, H, carries 0.477; number 76, H, carries 0.472; number 77, H, carries 0.306; number 78, H, carries 0.396; number 79, H, carries 0.388; number 80, H, carries 0.251

Computed, not measured: C10H13ClN4 in the gas phase, with the ωB97M-V functional and the def2-TZVPD basis.

CARTESIAN COORDINATES (ANGSTROEM)
C  -2.85  -1.45  1.55
C  -1.87  -0.57  1.68
C  0.41  -1.00  0.95
C  -0.22  -1.70  -1.84
C  -0.38  1.15  1.74
C  0.53  0.39  0.67
C  2.10  0.76  0.82
C  0.04  2.18  -1.18
C  0.50  -0.33  -1.75
C  0.01  0.71  -0.70
N  -3.60  -2.37  1.52
N  -1.68  0.69  1.66
N  0.65  -2.16  1.00
N  -1.44  -1.70  -1.73
Cl  0.42  1.00  3.40
H  0.40  -2.63  -1.85
H  -0.32  2.25  1.54
H  2.65  0.74  -0.27
H  2.49  -0.03  1.43
H  2.04  1.72  1.33
H  -0.87  2.32  -1.73
H  0.96  2.43  -1.64
H  -0.12  2.62  -0.19
H  1.57  -0.36  -1.69
H  0.23  0.10  -2.76
H  -1.05  0.51  -0.60
H  1.42  -2.74  0.63
H  -2.05  -2.52  -2.00

Calculated values
energy above the lowest of the compared OMol25 structures with the same formula, charge and spin: 4.2804 eV
frontier orbital gap (spin up / spin down): 6.90 / 6.90 eV
HOMO (spin up / spin down): -7.43 / -7.42 eV

Okay, here come the natural (NBO) numbers, in e, for every atom: number 1, C, carries 0.156; number 2, C, carries 0.114; number 3, C, carries 0.595; number 4, C, carries 0.152; number 5, C, carries 0.043; number 6, C, carries -0.270; number 7, C, carries -0.581; number 8, C, carries -0.601; number 9, C, carries -0.482; number 10, C, carries -0.200; number 11, N, carries -0.272; number 12, N, carries -0.463; number 13, N, carries -0.617; number 14, N, carries -0.639; number 15, Cl, carries -0.091; number 16, H, carries 0.146; number 17, H, carries 0.216; number 18, H, carries 0.218; number 19, H, carries 0.219; number 20, H, carries 0.236; number 21, H, carries 0.232; number 22, H, carries 0.211; number 23, H, carries 0.204; number 24, H, carries 0.201; number 25, H, carries 0.241; number 26, H, carries 0.248; number 27, H, carries 0.408; number 28, H, carries 0.375

Computed, not measured: 2 unconnected molecules or ions with the total composition C10H16, with the ωB97M-V functional and the def2-TZVPD basis.

CARTESIAN COORDINATES (ANGSTROEM)
C  -0.80  2.78  2.49
C  -0.55  2.12  1.16
C  0.22  0.86  1.04
C  1.62  0.95  1.21
C  2.35  -0.22  1.06
C  1.70  -1.50  0.92
C  0.33  -1.60  0.86
C  -0.36  -0.36  0.91
H  -0.57  3.81  2.70
H  -0.22  2.25  3.30
H  -1.82  2.80  2.88
H  -1.53  2.09  0.68
H  -0.10  2.79  0.40
H  2.21  1.80  1.51
H  3.41  -0.30  1.24
H  2.33  -2.37  1.03
H  -0.37  -2.43  0.91
H  -1.39  -0.39  0.61
C  -0.97  -0.98  -3.46
C  -0.68  -2.23  -2.64
H  -1.11  -0.16  -2.76
H  -0.28  -0.81  -4.29
H  -1.85  -1.04  -4.12
H  -1.46  -2.56  -1.99
H  0.35  -2.24  -2.29
H  -0.46  -3.06  -3.36

Calculated values
energy above the lowest of the compared OMol25 structures with the same formula, charge and spin: 1.6831 eV
frontier orbital gap: 10.11 eV
HOMO: -9.11 eV

Okay, here come the natural (NBO) numbers, in e, for every atom: number 1, C, carries -0.623; number 2, C, carries -0.443; number 3, C, carries -0.034; number 4, C, carries -0.204; number 5, C, carries -0.202; number 6, C, carries -0.219; number 7, C, carries -0.212; number 8, C, carries -0.199; number 9, H, carries 0.219; number 10, H, carries 0.209; number 11, H, carries 0.213; number 12, H, carries 0.215; number 13, H, carries 0.217; number 14, H, carries 0.217; number 15, H, carries 0.209; number 16, H, carries 0.209; number 17, H, carries 0.224; number 18, H, carries 0.201; number 19, C, carries -0.618; number 20, C, carries -0.622; number 21, H, carries 0.204; number 22, H, carries 0.210; number 23, H, carries 0.202; number 24, H, carries 0.209; number 25, H, carries 0.218; number 26, H, carries 0.197

> Which of these has the highest energy above the lowest of the compared OMol25 structures with the same formula, charge and spin?

C10H13ClN4

> Among the records above, which one has the highest energy above the lowest of the compared OMol25 structures with the same formula, charge and spin?

C10H13ClN4

> The highest energy above the lowest of the compared OMol25 structures with the same formula, charge and spin belongs to which entry?

C10H13ClN4

> What is the formula in the second record?

C10H13ClN4